C3H7O | ωB97M-V/def2-TZVPD

Geometry as XYZ:
```
11
Properties=species:S:1:pos:R:3:nbo_charge:R:1
C 0.682 0.325 -1.170 -0.63
C -0.491 -0.043 -0.160 -0.42
C -0.206 -0.338 1.321 -0.01
O -1.386 -0.551 1.862 -0.95
H 1.240 -0.599 -1.595 0.17
H 1.303 0.948 -0.603 0.19
H 0.452 0.953 -1.983 0.18
H -1.267 0.770 -0.116 0.19
H -1.207 -0.839 -0.618 0.17
H 0.485 -1.203 1.492 0.07
H 0.395 0.577 1.569 0.04
```

## Properties
* molar mass: 59.1 g mol⁻¹
* largest force on an atom: 3.35 eV/Å
* total charge: -1
* SMILES: CCC[O-]
* calculated total energy: -5270.633 eV
* LUMO: 4.5 eV
* highest occupied orbital energy: -0.0737 Ha

---

C3H7O | ωB97M-V/def2-TZVPD

Geometry as XYZ:
```
11
Properties=species:S:1:pos:R:3:nbo_charge:R:1
C -1.387 0.165 1.407 0.33
C 0.878 0.539 -1.393 -0.45
C 0.270 -0.914 0.208 -0.09
O -0.901 -0.455 0.463 -0.29
H -2.433 0.280 1.355 0.22
H -0.718 0.594 2.092 0.19
H 1.064 1.489 -0.851 0.21
H 1.775 0.172 -1.893 0.23
H -0.008 0.639 -2.024 0.22
H 1.090 -0.608 0.801 0.20
H 0.371 -1.902 -0.165 0.24
```

## Properties
* molar mass: 59.1 g mol⁻¹
* largest force on an atom: 7.38 eV/Å
* total charge: +1
* calculated total energy: -5259.751 eV
* LUMO (spin up / spin down): -6.6 / -6.6 eV
* highest occupied orbital energy (spin up / spin down): -0.5452 / -0.5452 Ha